Entry 1:
30
Properties=species:S:1:pos:R:3:nbo_charge:R:1 method="wB97M-V/def2-TZVPD" energy_ev=-57145.910 homo_lumo_gap_ev=9.81 lumo_energy_ev=0.28 multiplicity=1
Cl 5.67856 0.72207 -1.20065 0.05
N -0.85192 -0.26087 0.15628 -0.66
H -2.40415 -0.63049 2.39195 0.22
C 1.71611 1.04969 -1.05292 -0.16
H -3.59182 -1.67327 -0.20200 0.24
H -1.02952 -0.49170 -3.48720 0.50
H 0.88182 1.14989 -1.72714 0.25
C 4.06745 0.82965 -0.61707 -0.06
C -2.37674 -1.35457 1.57736 -0.42
H -2.72776 -2.31744 1.94073 0.22
O -1.05696 -0.12336 -2.58809 -0.69
C 2.50993 0.87241 1.21655 -0.20
O -0.82845 2.26432 0.29725 -0.93
C -0.95120 -1.41760 1.02786 -0.23
S -0.21346 1.11400 0.88921 2.32
O -2.82410 -1.45956 -2.37933 -0.58
C 1.48016 1.00408 0.30813 -0.31
H -2.34331 0.97551 -0.57142 0.27
O -0.20910 0.99536 2.31922 -0.94
C -2.14877 -0.09869 -0.48712 -0.18
H 2.28629 0.84587 2.27125 0.26
C 3.01647 0.96215 -1.51668 -0.22
Cl 5.11004 0.61968 1.87124 0.05
H -0.79307 -2.31927 0.42872 0.20
C 3.81603 0.78400 0.75495 -0.06
H -0.18858 -1.34787 1.80022 0.23
H 3.23070 0.99726 -2.57306 0.24
C -3.18227 -0.84502 0.37814 -0.43
C -2.07359 -0.65315 -1.90469 0.79
H -3.99879 -0.19308 0.67832 0.23

***

Entry 2:
84
Properties=species:S:1:pos:R:3:lowdin_spin:R:1 method="wB97M-V/def2-TZVPD" energy_ev=-101830.724 e_above_lowest_kj_mol=7.5 charge=+1 homo_lumo_gap_ev="5.84 / 6.20" lumo_energy_ev="-2.29 / -2.29" multiplicity=4
C -3.21700 1.63120 -1.75542 0.01
C -5.09160 -1.90542 1.27674 0.00
C 2.30843 -1.38358 0.99198 0.00
H 2.63987 4.87336 -4.53554 0.00
H -1.34901 -7.11049 -1.30052 0.00
C 1.31938 4.47073 -3.07072 0.01
H -2.64146 -4.45634 2.89469 0.00
V -0.08150 0.11688 -0.13001 2.67
H -5.81414 -2.71437 1.30294 0.00
C 4.04166 0.41753 1.51631 0.00
C -0.84459 -2.59906 0.74076 0.03
H -4.24105 4.08394 -1.08588 0.00
C -3.98195 3.48084 -0.21170 0.00
C -1.18944 -4.98574 -1.02650 0.00
H 1.44372 -3.04382 -3.23184 0.00
H -3.68632 1.97013 3.36087 0.00
C 2.79975 -0.02294 1.24098 0.00
C 2.36467 2.15445 1.25482 0.01
C 0.27440 -2.87940 -1.43006 0.00
N 1.64925 3.32821 1.11426 0.01
N 0.37816 5.00112 -2.26867 0.00
S 4.04547 2.14029 1.63623 0.00
C 2.77214 -2.56777 1.41725 0.03
H -0.05296 1.35338 2.80085 0.00
H -1.45121 -1.83985 -1.93721 0.00
H 3.62425 -2.76781 2.04752 0.00
H -4.05260 0.97884 -1.49164 0.00
H 1.70557 6.24635 -4.04333 0.00
H -1.51288 0.79878 3.60326 0.00
H -0.75423 2.30124 4.12779 0.00
H -1.76826 -5.86989 0.86669 0.00
C -1.36451 -3.88075 1.24307 0.00
C -2.84188 2.53368 -0.57604 0.01
C -3.76375 -2.19959 1.03488 0.00
C -1.68147 -3.97004 2.71892 0.00
N 1.83712 0.98101 1.09241 0.00
H -3.71270 4.16640 0.59283 0.00
H -7.32259 -0.84304 2.62846 0.00
H 2.02477 4.11961 1.61280 0.00
H -7.59887 -0.57294 0.91268 0.00
H -1.68501 -6.17921 -2.76530 0.00
H 2.15674 -1.98939 -1.98241 0.00
H -3.48463 -3.22501 0.85204 0.00
C -1.81071 -6.19625 -1.68410 0.00
C -5.52165 -0.59733 1.47578 0.00
H -4.88241 2.93706 0.07704 0.00
C -0.51333 -4.11324 -1.78451 0.00
N 0.67364 1.54133 -1.55135 0.02
H -0.48992 -4.33122 -2.85059 0.00
H -1.36748 3.38414 1.95474 0.00
N 1.95033 5.28095 -3.92912 0.00
N -1.40755 -1.43053 0.71864 0.01
C -1.88067 2.46847 2.27776 0.00
H -0.12553 4.39894 -1.64072 0.00
H -2.87858 -6.25672 -1.45827 0.00
H 4.94472 -0.16041 1.63298 0.00
P -2.04014 1.47255 0.71997 0.05
H 2.20869 -3.75266 -1.80041 0.00
C -6.96817 -0.28865 1.75778 0.00
H -3.52045 2.23578 -2.61278 0.00
C 1.61143 -2.91626 -2.15917 0.00
N -0.45661 -1.64855 -1.87882 0.00
C -0.98511 1.68998 3.25159 0.01
C -3.16948 2.86030 2.99906 0.00
H -1.70980 -2.98327 3.18047 0.00
H -7.11812 0.77323 1.94903 0.00
C 0.54804 -2.65000 0.10405 0.01
C 1.11326 2.36250 -2.23899 0.04
N 1.68432 3.21140 -3.04914 0.01
C -4.57215 0.40678 1.36612 0.00
H -0.14976 -1.39269 -2.80966 0.00
H -4.89662 1.43175 1.48404 0.00
C -3.22644 0.14191 1.10122 0.00
H -3.86014 3.43082 2.37828 0.00
H -0.90545 -4.55065 3.22076 0.00
C -2.79320 -1.19209 0.98958 0.01
C -1.42567 -4.93435 0.42903 0.00
H -2.92122 3.47041 3.87079 0.00
H -2.37601 1.00586 -2.06073 0.01
H 0.65902 3.20205 1.27888 0.00
H -1.98755 3.14860 -0.89565 0.00
S 1.67276 -3.87229 0.91652 0.01
H 0.06420 5.94782 -2.37880 0.00
N 1.17366 -1.37942 0.23646 0.01